A structure of composition C10H13ClO3PbS at a distorted geometry, computed with ωB97M-V/def2-TZVPD.

Calculated values
HOMO-LUMO gap (spin up / spin down) = 5.09 / 5.16 eV
Total charge = +2
Energy above the lowest of the compared OMol25 structures with the same formula, charge and spin = 0.0000 eV

Each line ends with the Mulliken charge.
CARTESIAN COORDINATES (ANGSTROEM)
1 Pb 0.04800 0.69763 0.12070  1.08
2 Cl 0.13116 3.04134 -0.87869  -0.41
3 S 1.05033 -2.08709 2.38007  0.49
4 O 3.61044 1.08209 0.97656  -0.07
5 O 0.10200 -1.89314 1.20836  -0.51
6 O -1.70196 2.00534 2.88480  -0.05
7 C -1.23510 0.10698 -2.40703  -0.56
8 C 0.40834 -3.57762 3.08994  -1.02
9 C -1.53241 1.51823 1.87718  0.16
10 C 0.07709 -0.41142 -2.66258  0.48
11 C -1.13540 -1.94045 -1.36006  -0.07
12 C 1.21250 0.27698 -3.31935  -1.07
13 C -1.98591 -0.82282 -1.62554  -0.50
14 C 2.67622 0.74788 0.43116  0.17
15 C 0.10915 -1.70156 -2.03293  -0.20
16 C 0.71305 -0.87761 3.71881  -0.89
17 H -3.02483 -0.71874 -1.25955  0.47
18 H 1.10863 1.35940 -3.23307  0.34
19 H 0.94664 -3.96422 3.94209  0.42
20 H 1.13004 0.09712 3.47393  0.29
21 H 0.96965 -2.35999 -2.01491  0.43
22 H -0.36784 -0.79219 3.92603  0.28
23 H 0.50202 -4.26858 2.26293  0.35
24 H 2.16436 0.02025 -2.84727  0.35
25 H -1.58637 1.06423 -2.77714  0.53
26 H -1.41824 -2.83864 -0.79233  0.39
27 H 1.23413 -1.20521 4.61918  0.42
28 H -0.64825 -3.42132 3.32097  0.33
29 H 1.28446 0.02713 -4.37878  0.37

Cartesian forces (eV/Å) of the 3 atoms listed first:
0.26 0.46 -0.48
-0.03 -0.78 0.29
0.70 0.03 0.74

A cluster of 2 separate species, C10H13F3NO7P2 in total at a distorted geometry, computed with ωB97M-V/def2-TZVPD.

Calculated values
HOMO-LUMO gap = 7.36 eV
Total charge = +1

Each line ends with the Mulliken charge.
CARTESIAN COORDINATES (ANGSTROEM)
1 P 0.64092 3.78044 -0.46681  0.77
2 P -0.53338 2.08363 0.23584  0.42
3 F -3.80812 4.15887 -1.87649  -0.19
4 F -5.52135 2.40020 0.76324  -0.26
5 F -4.45208 4.98556 0.25404  -0.19
6 O 1.58676 3.38471 -1.83884  -0.42
7 O -0.15290 -4.57997 1.77811  -0.55
8 O 4.25943 -5.61177 0.53373  -0.57
9 O 4.49802 -3.40399 -1.02995  -0.55
10 O 1.63214 4.41012 0.77544  -0.50
11 O 0.05608 -2.41299 0.14210  -0.67
12 O -0.27403 4.92542 -0.93538  -0.54
13 N 0.52357 0.66315 0.27463  -0.56
14 C 2.05028 -5.15820 1.20864  -0.84
15 C 1.00077 -4.34089 1.10041  0.35
16 C 3.34032 -3.65765 -0.37544  0.43
17 C 3.28808 -4.88388 0.47232  0.86
18 C -4.34803 2.60109 -0.00832  0.23
19 C -2.00708 1.68040 -0.90755  -0.79
20 C 2.28776 -2.84206 -0.48554  -0.97
21 C -3.35243 1.38042 -0.10012  -0.45
22 C -4.17619 3.87507 -0.57132  0.29
23 C 1.04448 -3.12965 0.23125  0.97
24 H 5.09922 -4.13641 -0.78925  0.36
25 H 0.07740 -0.08214 0.84720  0.29
26 H 2.31172 -1.95118 -1.09869  0.44
27 H -0.75472 -3.85321 1.53241  0.33
28 H 2.03066 -6.04084 1.83380  0.43
29 H -2.10873 2.43367 -1.75124  0.56
30 H -3.90107 0.45610 -0.47147  0.39
31 H 1.35761 0.93332 0.83420  0.33
32 H -1.07779 2.22540 1.54939  0.22
33 H -1.70572 0.68919 -1.40989  0.41
34 H 2.16568 2.61337 -1.64114  0.35
35 H 1.95992 5.26863 0.41014  0.36
36 H -3.03723 1.13608 0.98054  0.26

Cartesian forces (eV/Å) of the 3 atoms listed first:
1.26 7.18 -2.80
-0.45 -3.21 -0.06
-0.01 -0.37 3.42